The ion C4H3N2OS2 with charge -1. Source: OMol25; level of theory: ωB97M-V with the def2-TZVPD basis set.

LUMO (eV): 3.512
Gap between HOMO and LUMO (Eh): 0.21864
HOMO level (eV): -2.44
Relative energy (zero: lowest compared OMol25 entry of this formula, charge and spin) (kJ/mol): 387.1
DFT total energy (eV): -30891.555

Geometry as ORCA input:
```
! RIJCOSX wB97M-V def2-TZVPD def2/J DEFGRID3
* xyz -1 1
C 2.75 0.49 0.75
C 0.54 1.03 -0.30
C 3.85 0.26 -2.26
C -0.84 1.28 -0.58
N 1.59 0.73 0.24
N -1.53 0.40 0.27
O -1.35 2.23 -1.19
S 3.07 -0.58 -3.32
S 4.08 0.81 -0.82
H 2.70 -0.30 1.45
H -1.13 -0.43 0.69
H -2.54 0.36 0.09
*
```